Entry 1:
{"formula": "C14H16O", "method": "ωB97M-V with the def2-TZVPD basis set", "symbols": ["C", "C", "C", "C", "C", "O", "C", "C", "H", "H", "H", "H", "H", "H", "H", "H", "C", "C", "C", "C", "C", "C", "C", "H", "H", "H", "H", "H", "H", "H", "H"], "positions_angstrom": [[-2.1416, -0.8580, 2.7627], [-0.9445, 0.0305, 2.6086], [-0.2353, -0.1772, 1.4186], [0.9185, 0.5527, 1.1009], [1.1860, 1.6039, 1.9845], [2.2543, 2.2890, 1.5214], [0.5775, 1.8897, 3.2102], [-0.4547, 0.9510, 3.5897], [-2.6479, -0.7658, 3.7508], [-1.9469, -1.9105, 2.9184], [-2.6242, -0.8168, 1.8471], [-0.6105, -0.9096, 0.6671], [1.5636, 0.2769, 0.2730], [2.1065, 3.2981, 1.5785], [0.7140, 2.8337, 3.6743], [-0.9339, 1.0350, 4.6140], [1.8379, -1.9755, -1.8233], [0.8193, -0.9802, -2.2643], [0.9358, 0.1452, -3.1015], [-0.0633, 0.9973, -3.4312], [-1.3941, 0.6784, -2.9854], [-1.6079, -0.4442, -2.2008], [-0.4697, -1.3093, -1.8799], [2.4639, -2.3772, -2.7026], [1.4205, -2.9668, -1.6160], [2.5674, -1.5531, -1.1405], [1.9885, 0.1512, -3.6273], [0.0921, 1.8265, -4.1181], [-2.1783, 1.3453, -3.4992], [-2.5723, -0.5968, -1.6963], [-0.6210, -2.2635, -1.4332]], "forces_ev_per_a": [[0.9693, -0.5608, 3.1493], [1.2519, 0.0067, 1.2360], [0.6124, 0.1698, -0.9590], [-2.1006, -0.9868, 1.7829], [0.6758, -0.2834, -0.4157], [0.9804, 4.0749, -0.0733], [-1.9242, -2.8160, -1.3971], [-0.3597, 0.7429, -0.6503], [-0.5708, 1.0653, -1.1267], [1.0556, -0.5721, -0.5086], [-2.0433, 0.3175, -1.2115], [0.2977, 0.4860, 0.8596], [-0.2043, 0.5415, 0.0265], [0.4058, -2.4459, 0.0779], [0.5250, 0.3694, 0.8018], [0.4218, -0.0654, -1.5296], [1.9604, -1.0116, -2.9053], [-2.3612, -0.6002, -0.0187], [4.4081, -1.1242, -0.7820], [-1.8925, -0.6013, 0.0317], [0.3828, 1.3402, -1.4198], [1.2999, -0.4193, 0.6371], [-1.6889, 2.2302, -0.8591], [-0.4457, 1.2316, 0.7518], [-0.2865, 0.6237, 1.1375], [-0.1175, -0.3706, 0.4971], [-2.0027, 0.7862, 1.0907], [0.0164, -0.2213, 0.1625], [0.7840, -1.2140, 1.5999], [0.3204, -0.3187, -0.7040], [-0.3697, -0.3742, 0.7183]], "max_force_ev_per_a": 4.6, "multiplicity": 1, "gap_ev": 9.00, "e_above_lowest_kj_mol": 243.0, "homo_energy_ha": -0.299, "e_tot_ev": -16822.7168}

***

Entry 2:
{"formula": "C29H43GeN6PPt", "method": "ωB97M-V with the def2-TZVPD basis set", "symbols": ["Pt", "N", "C", "C", "C", "N", "C", "C", "N", "C", "H", "H", "H", "H", "H", "H", "H", "H", "H", "H", "H", "H", "H", "H", "H", "H", "C", "Ge", "C", "C", "C", "C", "C", "C", "C", "C", "C", "C", "C", "C", "C", "C", "C", "C", "H", "H", "H", "H", "H", "H", "H", "H", "H", "H", "H", "H", "H", "H", "H", "C", "N", "C", "N", "C", "N", "C", "P", "C", "C", "H", "H", "H", "H", "H", "H", "H", "H", "H", "H", "H", "H"], "positions_angstrom": [[0.4450, -0.1025, -0.0278], [-5.0240, 0.0100, -3.4230], [-3.7353, -0.0180, -2.6460], [-2.9656, -1.2772, -3.0537], [-1.5195, -1.2915, -2.5203], [-1.3915, -1.5114, -1.0766], [-0.8230, 0.0075, -2.9329], [-1.5254, 1.2717, -2.4292], [-1.3645, 1.3966, -0.9766], [-2.9822, 1.2844, -2.9328], [-5.5947, -0.8287, -3.2431], [-4.8200, 0.0389, -4.4325], [-5.5900, 0.8392, -3.1931], [-4.0084, -0.0709, -1.5870], [-2.8995, -1.3303, -4.1433], [-3.4939, -2.1667, -2.7065], [-0.9946, -2.1156, -3.0124], [-1.3382, -2.5010, -0.8607], [-2.1838, -1.1391, -0.5646], [-0.7406, 0.0442, -4.0184], [0.1854, -0.0033, -2.5094], [-1.0179, 2.1286, -2.8814], [-2.1846, 1.0896, -0.4674], [-1.1876, 2.3587, -0.7063], [-2.9373, 1.4494, -4.0125], [-3.5146, 2.1284, -2.4884], [-1.7345, 0.2782, 3.1832], [0.1092, 0.1442, 2.3941], [0.8697, -1.5628, 3.1726], [0.8975, -1.7540, 4.5418], [1.2179, -3.0053, 5.0469], [1.5464, -4.0358, 4.1828], [1.5430, -3.8334, 2.8124], [1.2230, -2.5847, 2.3047], [1.1813, 1.5299, 3.4106], [0.4503, 2.4893, 4.0774], [1.0562, 3.6626, 4.5340], [2.4081, 3.8411, 4.3802], [3.2072, 2.8401, 3.7957], [4.6049, 2.9836, 3.6756], [5.3870, 1.9511, 3.2194], [4.7923, 0.7418, 2.8421], [3.4237, 0.5924, 2.8892], [2.5905, 1.6312, 3.3420], [-1.6492, 0.2198, 4.2653], [-2.3560, -0.5514, 2.8597], [-2.2425, 1.2040, 2.9263], [0.6581, -0.9463, 5.2165], [1.2153, -3.1600, 6.1155], [1.8233, -4.9996, 4.5818], [1.7897, -4.6410, 2.1388], [1.2162, -2.4055, 1.2286], [-0.6144, 2.3747, 4.2111], [0.4512, 4.4203, 5.0058], [2.8895, 4.7310, 4.7585], [5.0531, 3.9247, 3.9572], [6.4602, 2.0623, 3.1692], [5.4299, -0.0793, 2.5504], [2.9670, -0.3630, 2.6530], [5.1701, -1.4483, -2.3490], [5.2376, -1.0405, -0.9588], [5.7225, 0.3247, -0.8778], [4.8339, 1.2154, -1.6047], [4.7358, 0.8032, -2.9953], [4.2745, -0.5709, -3.0790], [2.9038, -0.7197, -2.7097], [2.6121, -0.2456, -0.8948], [4.0396, -1.2826, -0.2202], [3.5687, 1.3733, -0.9497], [4.8232, -2.4813, -2.4200], [6.1674, -1.3775, -2.7885], [6.7195, 0.3694, -1.3242], [5.7796, 0.6491, 0.1639], [5.7208, 0.8815, -3.4647], [4.0423, 1.4598, -3.5270], [2.5910, -1.7591, -2.8507], [2.2928, -0.0697, -3.3453], [3.7710, -2.3412, -0.2808], [4.1902, -1.0305, 0.8309], [3.7374, 1.7087, 0.0802], [2.9667, 2.1257, -1.4677]], "forces_ev_per_a": [[-0.0691, 0.1117, -1.8879], [-0.3455, -0.0058, -0.0192], [0.6373, -0.0226, 0.0862], [0.1274, -0.0526, 0.1599], [0.0554, 0.2345, -0.4165], [-0.2636, -0.0969, 0.4358], [-0.0640, -0.0280, 0.2159], [0.1811, -0.3370, -0.5619], [0.0759, -0.0714, 0.9971], [0.1132, 0.0700, 0.2126], [0.0695, 0.2232, -0.0727], [-0.1500, -0.0024, 0.2143], [0.0555, -0.2133, -0.0825], [-0.1732, 0.0055, -0.1359], [-0.0681, 0.0128, -0.0816], [-0.0466, -0.0648, -0.0580], [-0.1198, 0.0614, 0.0542], [-0.0639, 0.0208, 0.0541], [-0.0491, -0.2049, 0.0529], [0.0325, 0.0125, -0.1055], [0.0469, 0.0235, -0.2080], [-0.1148, -0.0554, 0.0823], [-0.1020, 0.1939, 0.0580], [-0.1007, -0.0525, 0.0334], [-0.0449, -0.0047, -0.0608], [-0.0381, 0.0570, -0.0772], [-0.0950, 0.0931, -1.3087], [1.8129, -0.1692, 3.3798], [-0.6046, 0.7410, -1.5874], [-0.2179, 0.0506, 0.0509], [0.1281, 0.1762, 0.0309], [0.0672, -0.2187, 0.0491], [0.2370, -0.0081, -0.1508], [-0.1425, -0.3623, 0.0156], [-1.3743, -0.6218, -0.9854], [0.0686, -0.0230, -0.6916], [0.5289, 0.2146, 0.4333], [-0.4369, 0.1498, 0.1541], [-0.1134, -0.6601, -0.1407], [0.2764, -0.1852, -0.0949], [-0.0419, 0.5542, 0.0539], [-0.5225, -0.1019, -0.0095], [0.3841, -0.3069, -0.3412], [0.4331, 0.7263, 0.0560], [0.4334, -0.0400, 0.0522], [-0.0301, -0.1477, -0.0525], [-0.0281, 0.1089, 0.0093], [-0.0730, 0.1211, 0.1301], [0.0608, -0.0617, 0.0663], [-0.0634, -0.1119, 0.0295], [0.0691, -0.1274, 0.0082], [-0.0446, -0.1551, 0.1303], [-0.1411, 0.0776, -0.1235], [0.0049, 0.0911, 0.1441], [-0.0029, 0.1648, -0.0869], [0.0871, 0.0509, 0.1486], [0.0676, 0.0396, 0.0220], [0.0580, -0.2305, 0.0188], [0.0700, 0.0229, -0.0474], [0.3056, -0.4500, -0.5399], [-0.7669, 0.7163, -0.3265], [1.9086, 0.7167, 1.0096], [-0.5333, -1.0432, 0.1380], [0.2471, 0.2353, -0.6331], [0.1449, -0.0692, -0.4785], [-0.9627, 0.0185, 0.3714], [-0.2221, 0.2019, 1.0673], [0.0464, -0.1503, 0.6148], [0.1515, 0.4006, 0.4756], [0.0295, 0.0847, 0.0305], [-0.0549, -0.0362, 0.0620], [-0.1421, 0.0049, 0.0564], [-0.0123, -0.0950, -0.0873], [-0.0987, -0.0046, 0.1071], [0.0892, -0.0543, 0.0753], [-0.0841, 0.1258, -0.0312], [-0.0217, -0.1945, 0.0521], [-0.1318, 0.0670, -0.0978], [-0.1060, 0.0755, -0.0476], [-0.1625, -0.0660, -0.0456], [-0.0603, -0.1497, -0.0244]], "max_force_ev_per_a": 3.8, "multiplicity": 2, "gap_ev": [4.70, 3.19], "e_above_lowest_kj_mol": 244.4, "s2": 0.759, "homo_energy_ha": [-0.528, -0.528], "charge": 3, "e_tot_ev": -108736.3508}

***

Entry 3:
{"formula": "C25H28N2O6S", "method": "ωB97M-V with the def2-TZVPD basis set", "symbols": ["C", "C", "C", "C", "C", "C", "C", "N", "C", "O", "C", "C", "N", "C", "C", "C", "C", "C", "O", "S", "O", "O", "C", "C", "C", "C", "C", "C", "O", "C", "C", "O", "C", "C", "H", "H", "H", "H", "H", "H", "H", "H", "H", "H", "H", "H", "H", "H", "H", "H", "H", "H", "H", "H", "H", "H", "H", "H", "H", "H", "H", "H"], "positions_angstrom": [[-1.1260, -0.6013, 4.2549], [-1.8982, -0.1025, 3.0747], [-3.2687, -0.2418, 3.0205], [-4.0037, 0.2308, 1.9373], [-3.3931, 0.8501, 0.8659], [-4.1859, 1.3568, -0.3044], [-1.9953, 0.9886, 0.8990], [-1.3331, 1.5815, -0.1411], [0.0264, 1.7334, -0.2643], [0.4840, 2.2346, -1.2812], [0.7974, 1.2586, 0.8759], [2.2977, 1.2949, 0.7773], [2.7875, 0.1827, -0.0127], [3.0128, 0.3459, -1.4283], [4.3056, 1.1403, -1.7039], [4.6266, 1.1726, -3.2038], [3.7950, 2.3632, -3.6928], [3.5637, 3.1928, -2.4149], [4.1920, 2.5005, -1.3447], [2.6126, -1.3209, 0.6242], [3.3654, -2.2310, -0.1903], [2.9138, -1.2443, 2.0258], [0.8808, -1.8211, 0.5097], [0.3972, -2.6246, 1.5259], [-0.9142, -3.0551, 1.4980], [-1.7496, -2.6812, 0.4516], [-1.2450, -1.8872, -0.5867], [0.0795, -1.4675, -0.5548], [-2.0268, -1.5135, -1.6495], [-3.1688, -2.3307, -1.8043], [-3.8869, -2.4918, -0.4663], [-3.0414, -3.1197, 0.4748], [0.1740, 0.6984, 1.9375], [-1.2429, 0.5252, 1.9955], [-0.6372, 0.2260, 4.7679], [-1.7897, -1.0975, 4.9582], [-0.3578, -1.3057, 3.9422], [-3.7892, -0.7240, 3.8341], [-5.0779, 0.1106, 1.9385], [-3.8539, 0.8905, -1.2331], [-4.0780, 2.4371, -0.4054], [-5.2419, 1.1363, -0.1689], [-1.8733, 1.8986, -0.9366], [2.6444, 2.2140, 0.3028], [2.7387, 1.1987, 1.7713], [3.1250, -0.6596, -1.8348], [2.1673, 0.8576, -1.8982], [5.1094, 0.7169, -1.0955], [5.6899, 1.3687, -3.3410], [4.3722, 0.2411, -3.7028], [2.8436, 2.0303, -4.1050], [4.3177, 2.9367, -4.4557], [4.0235, 4.1830, -2.4639], [2.4936, 3.3081, -2.2086], [1.0634, -2.8931, 2.3291], [-1.3226, -3.6783, 2.2769], [0.4529, -0.8641, -1.3655], [-3.8064, -1.8372, -2.5390], [-2.8714, -3.3185, -2.1799], [-4.7658, -3.1311, -0.5643], [-4.1843, -1.5065, -0.0878], [0.7756, 0.3446, 2.7605]], "forces_ev_per_a": [[0.0034, 0.0368, -0.0153], [-0.1528, 0.0784, -0.1563], [0.0852, -0.0549, 0.1114], [0.2148, 0.1277, -0.1453], [-0.1279, -0.0209, 0.0080], [0.1059, -0.0332, 0.1446], [-0.0284, -0.3141, 0.6607], [-0.2569, 0.1334, -0.2933], [-0.2620, -0.0274, 0.1390], [0.2516, 0.1132, -0.1976], [0.0171, 0.1543, 0.4735], [-0.2668, 0.3427, 0.4125], [-0.1114, -0.9327, 0.4297], [0.5166, 0.1188, -0.6049], [-0.0341, -0.6178, -0.2109], [-0.0107, 0.0775, 0.2588], [-0.0045, 0.0502, 0.0821], [-0.2258, 0.3776, -0.2178], [0.1015, 0.0671, 0.2597], [0.0179, -0.2524, -0.2507], [-0.0914, 0.1226, -0.2092], [-0.2336, 0.2431, 0.0875], [0.5881, 0.0571, 0.0363], [0.0787, -0.0325, 0.1064], [-0.1319, 0.0653, -0.2980], [0.0901, 0.0512, 0.0630], [0.1210, -0.0856, 0.0282], [-0.2563, -0.1113, -0.1107], [0.3031, 0.2143, 0.1544], [-0.4080, -0.3246, 0.2342], [-0.0965, 0.2598, -0.4908], [0.2899, -0.1157, 0.1489], [0.1675, 0.4398, -0.2776], [-0.4770, 0.0541, -0.2113], [0.0826, 0.0063, 0.0968], [0.0007, -0.0340, 0.0563], [0.0979, -0.0720, 0.0571], [-0.0186, -0.0617, 0.1153], [-0.1103, 0.0039, -0.0460], [-0.0093, -0.0129, -0.1389], [-0.0409, 0.0936, -0.0998], [-0.0471, 0.0095, -0.0310], [0.1824, -0.0245, 0.0548], [0.0170, -0.1504, 0.0889], [-0.0835, 0.2272, -0.0489], [0.0319, 0.1441, -0.1986], [0.0148, -0.1082, 0.0051], [-0.0545, -0.0065, -0.0707], [0.0023, -0.0636, 0.0156], [0.0353, -0.0739, -0.0652], [-0.0208, 0.0221, -0.0517], [-0.0429, -0.0130, -0.0479], [-0.0621, -0.0679, -0.0146], [0.1222, 0.0036, -0.0132], [-0.0086, -0.0723, 0.1821], [-0.0492, -0.0760, 0.1290], [0.0271, 0.1437, -0.1940], [0.0085, -0.0812, 0.0664], [-0.0201, 0.1031, -0.0113], [0.0506, 0.0892, -0.0371], [-0.0020, -0.1220, -0.0487], [0.1204, -0.0678, 0.1008]], "max_force_ev_per_a": 1.0, "multiplicity": 1, "gap_ev": 8.44, "e_above_lowest_kj_mol": 96.2, "homo_energy_ha": -0.309, "e_tot_ev": -52480.3692}

***

Entry 4:
{"formula": "H8MgN2O10", "method": "ωB97M-V with the def2-TZVPD basis set", "symbols": ["Mg", "N", "O", "O", "O", "N", "O", "O", "O", "O", "H", "H", "O", "H", "H", "O", "H", "H", "O", "H", "H"], "positions_angstrom": [[0.3713, 0.2949, 0.0126], [3.2414, -4.4149, 0.9299], [2.8269, -3.2905, 0.6275], [2.4467, -5.2992, 1.1583], [4.4041, -4.5366, 1.2636], [-4.1747, 3.5305, -1.1926], [-3.0751, 3.0188, -0.9972], [-4.2118, 4.7544, -1.3660], [-5.1610, 2.8127, -1.4678], [-0.3401, -1.1906, -3.4255], [-0.7173, -0.8618, -4.2415], [-0.5862, -2.1154, -3.4029], [-2.5505, -1.5535, 1.2070], [-3.2308, -1.0093, 1.6035], [-2.8705, -2.4499, 1.3090], [1.2434, 1.1174, 3.5532], [1.2991, 2.0316, 3.8314], [1.5642, 0.6180, 4.3041], [2.8910, 2.6545, -1.0477], [3.8368, 2.5785, -0.9210], [2.7933, 3.3104, -1.7380]], "forces_ev_per_a": [[-0.1341, -0.2127, -0.0104], [-0.1805, 0.4516, 2.6301], [-0.4068, 1.5883, -1.3591], [-1.2445, -1.4714, -0.7035], [1.6165, -0.1657, -0.6349], [-1.1174, 0.2795, -2.8434], [1.3469, -0.9124, 1.1406], [-0.3893, -0.0104, 0.7888], [0.5118, 0.4241, 1.0234], [0.1981, 0.1940, 0.4049], [-0.1132, 0.1934, -0.1996], [-0.0293, -0.2951, 0.0419], [0.4321, 0.2616, -0.1425], [-0.2202, 0.2304, 0.0572], [0.0264, -0.3055, -0.0199], [-0.1454, -0.0555, -0.4760], [-0.0116, 0.2844, 0.0477], [0.0908, -0.2662, 0.1569], [-0.3801, -0.3152, 0.2095], [0.2801, -0.0991, 0.0966], [-0.1304, 0.2019, -0.2082]], "max_force_ev_per_a": 3.1, "multiplicity": 1, "gap_ev": 2.19, "e_above_lowest_kj_mol": 1126.8, "homo_energy_ha": -0.295, "e_tot_ev": -29015.5151}